This record from OMol25 describes a cluster of 2 separate species, C5H16N2O in total at a distorted geometry. The level of theory is wB97M-V/def2-TZVPD.

The geometry in ORCA input format:
```
! RIJCOSX wB97M-V def2-TZVPD def2/J DEFGRID3
* xyz 2 1
C -2.68 -0.28 -0.35
C -1.30 0.32 -0.69
C -0.21 -0.47 0.10
C 1.20 -0.02 -0.11
C 2.00 -0.47 -1.07
N 1.83 0.89 0.89
N -1.13 0.22 -2.18
H -3.49 0.33 -0.74
H -2.79 -0.28 0.74
H -2.70 -1.32 -0.68
H -1.20 1.36 -0.41
H -0.30 -1.53 -0.13
H -0.56 -0.37 1.12
H 2.97 -0.04 -1.32
H 1.63 -1.20 -1.79
H 2.04 0.30 1.74
H 2.58 1.43 0.45
H 1.18 1.59 1.24
H -1.73 0.92 -2.64
H -0.16 0.28 -2.48
H -1.47 -0.68 -2.52
H 1.88 -0.94 3.56
H 1.05 0.17 4.04
O 1.36 -0.21 3.23
*
```

Output
Lowest unoccupied orbital energy ... -6.6 eV
Energy relative to the best compared isomer or geometry (same formula, charge and spin) ... 7.5 kcal/mol